Molecular formula: C17H12HgN5Se
Method: DFT, wB97M-V/def2-TZVPD

Structure (XYZ):
```
36
C17H12HgN5Se, DFT wB97M-V/def2-TZVPD
Hg 0.19 -0.25 0.13
C -1.68 3.48 4.40
C -1.74 2.12 4.10
C -1.11 1.64 2.96
C -0.43 2.51 2.10
C -0.37 3.88 2.42
C -0.99 4.34 3.56
N 0.15 1.97 0.97
N 0.70 2.79 0.11
C 1.29 2.21 -1.01
C 1.84 3.11 -1.94
C 2.47 2.64 -3.08
C 2.57 1.28 -3.32
C 2.02 0.37 -2.42
C 1.39 0.84 -1.27
H -2.17 3.85 5.29
H -2.27 1.44 4.75
H -1.14 0.59 2.71
H 0.17 4.54 1.75
H -0.94 5.40 3.81
H 1.75 4.17 -1.74
H 2.89 3.35 -3.79
H 3.07 0.91 -4.21
H 2.10 -0.69 -2.61
Se -2.68 -3.37 1.40
N -4.20 -2.93 0.61
C -3.97 -1.82 -0.08
C -4.90 -1.09 -0.85
C -4.44 0.04 -1.48
C -3.09 0.44 -1.35
N -2.20 -0.22 -0.66
C -2.62 -1.32 -0.02
N -1.77 -2.00 0.72
H -5.93 -1.41 -0.93
H -5.12 0.64 -2.07
H -2.72 1.33 -1.85
```

The expectation value of S² is 0.775. The spin multiplicity is 2. As for the net charge: 0. The frontier orbital gap (alpha / beta) comes out at 0.11240 / 0.18434 Ha.

Atomic partial charges in e from the Löwdin method, atoms 1 to 8: atom 1 (Hg): 1.10, atom 2 (C): -0.12, atom 3 (C): -0.12, atom 4 (C): -0.07, atom 5 (C): -0.31, atom 6 (C): -0.04, atom 7 (C): -0.10, atom 8 (N): -0.14


Molecular formula: C16H45N8O6P3
Method: DFT, wB97M-V/def2-TZVPD

Structure (XYZ):
```
78
C16H45N8O6P3, DFT wB97M-V/def2-TZVPD
N -0.39 4.86 -4.13
C -1.38 3.84 -4.53
O -2.57 4.24 -4.63
C -1.07 2.31 -4.87
C 0.25 1.84 -4.09
N 0.06 0.65 -3.19
P 1.65 0.44 -2.39
O 2.83 0.53 -3.36
C -0.85 0.92 -2.08
O -1.05 -0.02 -1.26
O -1.48 2.16 -1.80
H -0.24 4.84 -3.10
H 0.52 4.65 -4.59
H -2.00 1.72 -4.53
H -0.94 2.20 -6.00
H 1.00 1.51 -4.90
H 0.78 2.65 -3.49
H 1.80 1.54 -1.45
H 1.70 -0.79 -1.62
H -2.45 1.95 -1.84
O 5.58 -3.15 0.70
P 4.32 -3.95 0.34
N 4.91 -5.44 0.96
C 5.70 -6.41 0.24
C 5.31 -5.39 2.36
N 4.52 -3.73 -1.35
C 5.19 -4.65 -2.25
C 4.83 -2.36 -1.76
N 2.82 -4.80 -0.06
C 2.27 -5.92 0.69
C 1.84 -4.19 -0.95
H 5.86 -7.31 0.84
H 6.69 -6.01 -0.04
H 5.19 -6.78 -0.64
H 4.55 -4.89 2.96
H 6.26 -4.86 2.49
H 5.43 -6.40 2.78
H 6.24 -4.80 -1.98
H 5.17 -4.29 -3.28
H 4.66 -5.61 -2.29
H 5.90 -2.13 -1.65
H 4.27 -1.64 -1.15
H 4.54 -2.17 -2.79
H 2.66 -6.87 0.30
H 1.18 -5.99 0.62
H 2.49 -5.85 1.76
H 1.86 -4.69 -1.93
H 2.04 -3.13 -1.10
H 0.82 -4.24 -0.56
O -5.07 3.93 0.60
P -4.84 3.77 2.12
N -3.28 4.49 2.10
C -2.03 3.80 1.86
C -3.23 5.83 1.53
N -4.86 2.05 2.06
C -3.69 1.20 1.93
C -5.96 1.48 1.28
N -4.66 3.61 3.87
C -3.91 4.52 4.72
C -5.57 2.75 4.62
H -1.17 4.47 1.99
H -1.97 3.39 0.84
H -1.86 3.01 2.58
H -4.04 6.45 1.95
H -3.34 5.82 0.44
H -2.30 6.34 1.78
H -3.14 1.39 1.01
H -3.97 0.14 1.94
H -3.04 1.31 2.80
H -5.73 1.47 0.21
H -6.87 2.06 1.42
H -6.18 0.46 1.60
H -2.86 4.20 4.79
H -4.29 4.56 5.74
H -3.94 5.55 4.35
H -5.05 1.83 4.93
H -6.44 2.47 4.03
H -5.96 3.24 5.52
```

As for the net charge: 0. The frontier orbital gap comes out at 0.27015 Ha. As for the structure (SMILES): NC(=O)CCN([PH2]=O)C(=O)O.CN(C)P(=O)(N(C)C)N(C)C.CN(C)P(=O)(N(C)C)N(C)C.

Atomic partial charges in e from the Löwdin method, atoms 1 to 8: atom 1 (N): 0.08, atom 2 (C): -0.42, atom 3 (O): 0.03, atom 4 (C): -0.07, atom 5 (C): -0.24, atom 6 (N): -0.15, atom 7 (P): 0.77, atom 8 (O): -0.45


Molecular formula: C4H8N2
Method: DFT, wB97M-V/def2-TZVPD

Structure (XYZ):
```
14
C4H8N2, DFT wB97M-V/def2-TZVPD
C -1.78 -0.41 -0.03
N -1.34 0.95 0.27
C -0.63 0.18 -0.75
C 0.75 -0.35 -0.44
C 1.99 0.67 0.50
N 1.09 -0.33 0.99
H -2.74 -0.49 -0.53
H -1.56 -1.19 0.70
H -0.79 0.92 1.13
H -0.76 0.54 -1.76
H 0.98 -1.32 -0.89
H 1.35 1.59 0.43
H 1.60 0.28 -0.95
H 1.63 -1.17 1.21
```

As for the net charge: 0. The calculation puts the relative energy (zero: lowest compared OMol25 entry of this formula, charge and spin) at 118.9 kcal per mole. The frontier orbital gap comes out at 0.35179 Ha.

Atomic partial charges in e from the Löwdin method, atoms 1 to 8: atom 1 (C): -0.15, atom 2 (N): 0.02, atom 3 (C): -0.31, atom 4 (C): -0.27, atom 5 (C): 0.01, atom 6 (N): -0.11, atom 7 (H): 0.10, atom 8 (H): 0.11


Molecular formula: C15H22N2O2
Method: DFT, wB97M-V/def2-TZVPD

Structure (XYZ):
```
41
C15H22N2O2, DFT wB97M-V/def2-TZVPD
C 4.17 2.38 -0.87
C 5.21 1.36 -0.42
C 4.78 0.64 0.85
H 4.56 1.35 1.65
H 5.57 -0.06 1.17
O 3.57 -0.09 0.67
C 3.70 -1.30 0.10
O 4.75 -1.82 -0.19
N 2.52 -1.94 -0.12
C 1.18 -1.59 0.09
C 0.20 -2.51 -0.32
C -1.14 -2.25 -0.15
C -1.58 -1.05 0.43
C -0.59 -0.15 0.84
C 0.75 -0.41 0.68
H 1.47 0.32 1.01
H -0.86 0.79 1.29
N -2.93 -0.84 0.64
C -3.89 -1.18 -0.39
H -3.56 -2.06 -0.94
C -4.11 -0.01 -1.35
C -4.59 1.22 -0.58
C -3.59 1.54 0.53
C -3.39 0.30 1.41
H -2.70 0.49 2.22
H -4.36 0.02 1.85
H -3.96 2.37 1.14
H -2.64 1.84 0.09
H -4.69 2.07 -1.26
H -5.57 1.02 -0.14
H -4.85 -0.29 -2.11
H -3.17 0.21 -1.85
H -4.84 -1.44 0.11
H -1.85 -3.00 -0.45
H 0.51 -3.44 -0.76
H 2.65 -2.85 -0.54
H 6.16 1.86 -0.23
H 5.37 0.62 -1.20
H 4.47 2.85 -1.80
H 3.21 1.89 -1.03
H 4.04 3.15 -0.11
```

As for the net charge: 0. The calculation puts the relative energy (zero: lowest compared OMol25 entry of this formula, charge and spin) at 2.2 kcal per mole. The frontier orbital gap comes out at 0.29709 Ha. As for the structure (SMILES): CCCOC(=O)Nc1ccc(N2CCCCC2)cc1.

Atomic partial charges in e from the Löwdin method, atoms 1 to 8: atom 1 (C): -0.10, atom 2 (C): -0.22, atom 3 (C): -0.17, atom 4 (H): 0.13, atom 5 (H): 0.12, atom 6 (O): -0.02, atom 7 (C): -0.55, atom 8 (O): 0.09


Molecular formula: C16H25N5O5S
Method: DFT, wB97M-V/def2-TZVPD

Structure (XYZ):
```
52
C16H25N5O5S, DFT wB97M-V/def2-TZVPD
C -5.26 -2.22 0.51
N -5.49 -0.80 0.61
S -4.46 0.11 -0.32
O -4.84 1.48 -0.17
O -4.45 -0.46 -1.63
N -2.95 -0.14 0.41
C -1.98 -0.82 -0.43
H -2.51 -1.61 -0.96
H -1.22 -1.26 0.23
C -1.35 0.16 -1.42
N -0.74 1.28 -0.72
C 0.59 1.29 -0.38
C 1.41 0.18 -0.55
C 2.78 0.19 -0.28
N 3.52 -0.95 -0.39
C 3.18 -2.05 -1.27
H 4.10 -2.36 -1.77
C 2.65 -3.24 -0.47
O 3.60 -3.65 0.49
C 3.93 -2.60 1.36
C 4.48 -1.36 0.62
H 5.43 -1.60 0.14
H 4.64 -0.58 1.35
H 3.04 -2.30 1.93
H 4.68 -2.99 2.04
H 1.71 -2.97 0.04
H 2.47 -4.10 -1.12
H 2.46 -1.72 -2.02
C 3.35 1.41 0.14
C 2.52 2.51 0.37
C 1.18 2.47 0.12
H 0.59 3.36 0.26
H 2.99 3.43 0.70
N 4.75 1.65 0.19
O 5.14 2.63 0.79
O 5.49 0.89 -0.42
H 0.97 -0.76 -0.85
C -1.74 1.99 0.05
H -1.30 2.82 0.59
C -2.40 1.03 1.06
H -3.21 1.54 1.58
H -1.65 0.69 1.79
H -2.51 2.36 -0.62
H -0.62 -0.33 -2.06
H -2.15 0.56 -2.05
C -5.67 -0.30 1.95
H -6.58 -0.74 2.37
H -5.79 0.78 1.88
H -4.82 -0.54 2.59
H -6.14 -2.75 0.87
H -5.11 -2.45 -0.54
H -4.38 -2.53 1.08
```

As for the net charge: 0. The calculation puts the relative energy (zero: lowest compared OMol25 entry of this formula, charge and spin) at 0.0 kcal per mole. The frontier orbital gap comes out at 0.29372 Ha. As for the structure (SMILES): CN(C)S(=O)(=O)N1CCN(c2ccc([N+](=O)[O-])c(N3CCOCC3)c2)CC1.

Atomic partial charges in e from the Löwdin method, atoms 1 to 8: atom 1 (C): -0.10, atom 2 (N): -0.34, atom 3 (S): 0.63, atom 4 (O): -0.26, atom 5 (O): -0.27, atom 6 (N): -0.21, atom 7 (C): -0.17, atom 8 (H): 0.11


Molecular formula: C2H6N3O2
Method: DFT, wB97M-V/def2-TZVPD

Structure (XYZ):
```
13
C2H6N3O2, DFT wB97M-V/def2-TZVPD
C -0.18 -1.28 0.24
C -0.15 0.08 -0.40
N -0.05 1.19 0.29
N -1.09 0.15 -1.44
N 0.69 1.32 1.38
O 1.41 0.40 1.79
O 0.57 2.35 2.02
H -0.21 -1.32 1.36
H 0.67 -2.01 0.14
H -1.10 -1.90 -0.14
H 1.55 0.21 -1.48
H -1.32 1.13 -1.53
H -0.79 -0.35 -2.23
```

As for the net charge: -1. The calculation puts the relative energy (zero: lowest compared OMol25 entry of this formula, charge and spin) at 175.6 kcal per mole. The frontier orbital gap (alpha / beta) comes out at 0.26083 / 0.26080 Ha.

Atomic partial charges in e from the Löwdin method, atoms 1 to 8: atom 1 (C): -0.13, atom 2 (C): -0.62, atom 3 (N): 0.05, atom 4 (N): 0.02, atom 5 (N): -0.50, atom 6 (O): -0.06, atom 7 (O): -0.05, atom 8 (H): 0.07